# 1
DFT (ωB97M-V/def2-TZVPD) results for 7 unconnected molecules or ions with the total composition C33H43F22N2O12 at a distorted geometry.

Computed properties:
**Net charge**: +1
**HOMO energy**: -12.07 eV
**Multiplicity**: 1
**LUMO**: -2.6279 eV
**Strongest force on any atom**: 3.297 eV Å⁻¹

Element x y z (Å)
1 F -9.44496 -3.59507 0.82863
2 C -9.35792 -2.77114 -0.28247
3 C -7.89866 -2.76933 -0.76296
4 C -7.76131 -3.08609 -2.28346
5 C -6.38622 -2.66369 -2.74505
6 C -5.97231 -1.98461 -3.80506
7 N -4.58654 -1.89122 -3.62567
8 C -4.21893 -2.47646 -2.52299
9 C -2.78532 -2.50233 -2.04612
10 C -2.74397 -2.69172 -0.51525
11 C -1.65613 -1.88614 0.20191
12 F -0.77916 -1.29297 -0.61345
13 F -0.98137 -2.71531 1.01465
14 F -2.20599 -0.94182 0.97341
15 N -5.30483 -2.98404 -1.93682
16 H -9.59620 -1.77238 0.08796
17 H -10.05135 -3.09542 -1.05900
18 H -7.34062 -3.51664 -0.19280
19 H -7.44589 -1.78632 -0.62649
20 H -7.94264 -4.14558 -2.47487
21 H -8.49448 -2.48830 -2.82948
22 H -6.58270 -1.58436 -4.59283
23 H -3.94801 -1.41125 -4.23936
24 H -2.26313 -3.29872 -2.58000
25 H -2.36844 -1.54158 -2.35274
26 H -3.70570 -2.36222 -0.11618
27 H -2.64158 -3.73817 -0.23008
28 H -5.29509 -3.49306 -1.06796
29 C 1.29211 0.28395 0.34492
30 C 2.36499 -0.05699 1.35786
31 O 3.63722 0.49510 0.97661
32 C 3.81755 1.78206 1.25525
33 O 3.02283 2.50236 1.78041
34 C 5.22898 2.21149 0.83341
35 F 5.54326 1.76607 -0.38910
36 F 6.14899 1.72651 1.68570
37 F 5.35512 3.53387 0.81724
38 H 1.59209 -0.03596 -0.65397
39 H 0.36999 -0.19203 0.61029
40 H 1.12492 1.36110 0.30340
41 H 2.50722 -1.13532 1.40366
42 H 2.09267 0.27754 2.35873
43 C 9.30361 3.19280 1.30060
44 C 9.20449 1.74642 1.73577
45 O 10.23989 0.94906 1.12417
46 C 11.43455 1.01446 1.69294
47 O 11.71593 1.67379 2.65140
48 C 12.41324 0.08371 0.96365
49 F 12.32226 0.21364 -0.36476
50 F 12.15568 -1.19744 1.26550
51 F 13.67142 0.33782 1.31059
52 H 9.28866 3.26477 0.21212
53 H 8.47285 3.76991 1.70589
54 H 10.23564 3.64375 1.64093
55 H 8.26504 1.32371 1.40427
56 H 9.24216 1.64928 2.82110
57 C -2.62316 -0.66180 4.24753
58 C -3.29025 -1.54347 5.27922
59 O -4.65370 -1.13418 5.49335
60 C -5.52604 -1.54795 4.58638
61 O -5.27254 -2.21268 3.62119
62 C -6.93812 -1.08006 4.96456
63 F -6.94940 0.20507 5.33078
64 F -7.41331 -1.80105 5.98572
65 F -7.78003 -1.21780 3.94015
66 H -2.69387 0.38863 4.53197
67 H -1.57180 -0.92794 4.13895
68 H -3.10806 -0.76660 3.27858
69 H -2.78818 -1.44947 6.23959
70 H -3.25138 -2.59473 4.99530
71 C -3.00286 -5.14535 -9.58966
72 C -4.29893 -4.40692 -9.33654
73 O -4.20626 -3.57982 -8.15253
74 C -3.60040 -2.41190 -8.30560
75 O -3.12545 -1.98286 -9.31086
76 C -3.62742 -1.64235 -6.97780
77 F -3.28603 -2.42147 -5.92217
78 F -4.85626 -1.15927 -6.71387
79 F -2.79575 -0.61065 -6.98073
80 H -2.71373 -5.72221 -8.71018
81 H -3.11121 -5.82165 -10.43606
82 H -2.18947 -4.45242 -9.80391
83 H -5.10254 -5.11442 -9.14454
84 H -4.59417 -3.80365 -10.19396
85 C 11.45519 3.19857 5.29761
86 C 10.78031 2.96778 6.63206
87 O 10.89554 4.12246 7.48678
88 C 10.03577 5.10452 7.25427
89 O 9.19085 5.11241 6.40750
90 C 10.25351 6.23663 8.26779
91 F 11.55033 6.53273 8.40918
92 F 9.78317 5.88551 9.47370
93 F 9.62324 7.34795 7.89479
94 H 12.49478 3.49527 5.44310
95 H 11.42745 2.29809 4.69642
96 H 10.96580 3.99949 4.74243
97 H 11.26980 2.15259 7.16149
98 H 9.73215 2.69369 6.51121
99 C -3.57765 3.42491 -2.41663
100 C -4.62826 3.14763 -3.47044
101 O -5.60621 2.19674 -2.99511
102 C -6.56001 2.69402 -2.20755
103 O -6.66513 3.83053 -1.86742
104 C -7.54674 1.58372 -1.82267
105 F -6.91173 0.45483 -1.44559
106 F -8.33689 1.26113 -2.85829
107 F -8.33331 1.94780 -0.82146
108 H -3.11409 2.49420 -2.08374
109 H -2.80518 4.08198 -2.81362
110 H -4.01588 3.89905 -1.53905
111 H -4.16972 2.69335 -4.34719
112 H -5.12071 4.06194 -3.79844

Forces on atoms 1 to 6 (eV/Å):
F -0.26 -0.31 -0.16
C 0.90 0.41 0.57
C -0.14 -0.14 -1.06
C 0.26 0.65 0.42
C -2.28 -1.67 1.69
C 0.83 0.11 0.06

=====

# 2
DFT (ωB97M-V/def2-TZVPD) results for 2 unconnected molecules or ions with the total composition C33H43I2N4O7S at a distorted geometry.

Computed properties:
**Net charge**: -1
**HOMO energy**: -1.62 eV
**Multiplicity**: 1
**LUMO**: 0.4853 eV
**Strongest force on any atom**: 2.077 eV Å⁻¹

Element x y z (Å)
1 C 5.90530 -0.71803 0.26311
2 C 4.67582 -1.07477 1.11668
3 C 3.50972 -0.19903 0.67624
4 C 2.36348 -0.18137 1.67547
5 C 1.20856 0.79950 1.34126
6 C 1.43702 2.03660 2.27126
7 C 2.76943 2.71657 2.08784
8 C 2.96444 3.73402 1.15139
9 C 4.19620 4.35755 1.00336
10 C 5.27674 4.01569 1.81203
11 C 5.09424 3.01907 2.76239
12 C 3.86724 2.38607 2.88843
13 C 1.20049 1.31184 -0.10072
14 N 0.15191 2.30391 -0.27422
15 C -1.18833 1.85982 0.06584
16 C -2.13454 3.04947 -0.05831
17 I -4.17326 2.36706 0.11127
18 C -2.01783 3.81883 -1.38817
19 C -1.71476 2.97105 -2.62521
20 I -0.67839 5.50571 -1.20196
21 C -1.33057 1.04748 1.39450
22 C -1.74719 1.76004 2.67945
23 C -2.51817 0.77530 3.63476
24 C -3.97013 1.22757 3.74966
25 O -4.28023 2.19610 4.35732
26 O -4.90073 0.49702 3.11530
27 N -0.11980 0.15089 1.57504
28 C -0.33310 -1.06145 0.72208
29 C -0.93290 -2.24392 1.48779
30 C -1.96836 -2.91911 0.59935
31 C -1.34642 -3.30217 -0.73085
32 S 0.04697 -4.46655 -0.58662
33 C 1.26497 -3.64812 -1.53685
34 N 0.99401 -3.03765 -2.64737
35 N 2.19519 -2.46978 -3.07399
36 C 3.07881 -2.79964 -2.20486
37 O 2.56810 -3.54416 -1.18232
38 H 5.60093 -0.73015 -0.78283
39 H 6.74234 -1.38131 0.44499
40 H 6.16111 0.32007 0.47326
41 H 4.46796 -2.13001 0.94839
42 H 4.91198 -0.90316 2.16723
43 H 3.87606 0.79695 0.43368
44 H 3.13205 -0.61446 -0.26167
45 H 1.98921 -1.20700 1.73039
46 H 2.70012 0.03417 2.68468
47 H 0.65602 2.78055 2.15538
48 H 1.37593 1.66823 3.29819
49 H 2.14611 4.04134 0.51309
50 H 4.28639 5.11799 0.24085
51 H 6.20602 4.54585 1.67556
52 H 5.91050 2.75228 3.41690
53 H 3.74901 1.62618 3.64918
54 H 2.13472 1.78355 -0.36977
55 H 1.03183 0.53063 -0.84388
56 H 0.38766 3.21041 0.09733
57 H -1.48200 1.16938 -0.72944
58 H -1.92706 3.74793 0.74828
59 H -2.98297 4.27453 -1.56498
60 H -0.65186 2.79190 -2.72648
61 H -2.28758 2.04843 -2.55133
62 H -2.07019 3.51871 -3.49123
63 H -2.14512 0.35697 1.19209
64 H -0.91861 2.12535 3.27718
65 H -2.42552 2.58814 2.51421
66 H -2.53305 -0.24482 3.25490
67 H -2.11666 0.85373 4.63825
68 H -4.47185 -0.09301 2.48347
69 H -0.13207 -0.18359 2.54085
70 H 0.60851 -1.41862 0.31624
71 H -0.92580 -0.81791 -0.15095
72 H -0.13855 -2.97079 1.65157
73 H -1.30253 -1.98564 2.48426
74 H -2.83783 -2.29119 0.41153
75 H -2.26604 -3.83843 1.10034
76 H -2.13162 -3.77619 -1.33064
77 H -0.99529 -2.45346 -1.31036
78 H 4.12891 -2.57922 -2.18447
79 C -4.88478 -2.48507 -4.28981
80 C -4.98023 -2.65268 -5.68072
81 C -4.67363 -4.09159 -6.19230
82 O -4.79635 -4.37689 -7.38997
83 C -4.23613 -5.06377 -5.23872
84 C -4.12991 -4.88153 -3.86271
85 C -4.54140 -3.47968 -3.35169
86 O -4.54439 -3.24420 -2.12249
87 O -3.73770 -5.71983 -3.01506
88 O -5.28249 -1.77575 -6.50593
89 H -5.09706 -1.50771 -3.85861
90 H -3.97102 -6.02697 -5.66666

Forces on atoms 1 to 6 (eV/Å):
C -0.81 0.35 0.26
C 0.64 0.28 -0.49
C -0.10 -0.40 -0.10
C -0.66 -0.49 -0.22
C 1.79 1.02 -0.22
C -0.41 -0.40 0.18

=====

# 3
DFT (ωB97M-V/def2-TZVPD) results for a molecular structure, C33H44CsF5N8O5S.

Computed properties:
**Net charge**: -2
**HOMO energy**: -2.84 eV
**Multiplicity**: 1
**LUMO**: 3.3643 eV
**ΔE to the lowest compared entry with this formula, charge and spin**: 0.978 eV
**Strongest force on any atom**: 0.498 eV Å⁻¹

Element x y z (Å)
1 Cs 0.91523 -1.58614 0.64796
2 C -6.26925 -0.14055 -2.69399
3 C -4.99428 -0.32401 -3.52918
4 C -4.89881 0.82894 -4.52867
5 C -5.08596 -1.63885 -4.31637
6 C -3.78889 -0.38360 -2.59434
7 C -3.69730 -1.37569 -1.62341
8 C -2.58448 -1.42380 -0.80097
9 N -1.57708 -0.56308 -0.88262
10 C -1.65147 0.40035 -1.79695
11 C -2.74015 0.52456 -2.65820
12 C -0.51499 1.37890 -1.79453
13 C -0.60761 2.61676 -2.42481
14 C 0.44427 3.52010 -2.31516
15 C 1.54762 3.11915 -1.57012
16 C 1.56416 1.86615 -0.97885
17 N 0.54890 1.01311 -1.09177
18 C 0.41098 4.91017 -2.94577
19 C -0.88892 5.16880 -3.70817
20 C 0.54194 5.96394 -1.83718
21 C 1.58411 5.04847 -3.92569
22 H -7.14530 -0.09980 -3.34771
23 H -6.22569 0.78516 -2.11665
24 H -6.40650 -0.96481 -1.99247
25 H -5.78024 0.81959 -5.17446
26 H -4.01579 0.73836 -5.16521
27 H -4.86335 1.79848 -4.02706
28 H -5.95191 -1.61576 -4.98470
29 H -5.19269 -2.49861 -3.65352
30 H -4.18911 -1.79363 -4.92023
31 H -4.47693 -2.11740 -1.49822
32 H -2.49979 -2.18106 -0.02654
33 H -2.74349 1.31789 -3.38977
34 H -1.50563 2.88331 -2.96023
35 H 2.39429 3.77885 -1.42615
36 H 2.41041 1.52848 -0.38436
37 H -1.75951 5.10974 -3.05170
38 H -1.02515 4.45852 -4.52758
39 H -0.86231 6.17355 -4.13698
40 H -0.27522 5.87604 -1.11878
41 H 0.51775 6.96886 -2.26895
42 H 1.47662 5.85296 -1.28667
43 H 1.51057 4.30930 -4.72712
44 H 2.54183 4.90383 -3.42383
45 H 1.58294 6.04600 -4.37501
46 C 6.59149 -2.50084 2.46085
47 N 5.34369 -3.22198 2.58863
48 C 5.45279 -4.61210 2.94324
49 C 4.11049 -2.60144 2.63210
50 N 3.09886 -3.05995 3.27901
51 N 3.99834 -1.39435 1.93967
52 C 4.27877 -1.26862 0.58632
53 N 4.78428 -2.38422 -0.07981
54 N 4.07248 -0.13476 0.01699
55 H 7.20232 -2.64518 3.36090
56 H 6.39425 -1.43892 2.34993
57 H 7.15567 -2.83632 1.58776
58 H 6.33977 -5.03042 2.46336
59 H 4.58329 -5.16263 2.58233
60 H 5.54633 -4.77679 4.02650
61 H 3.40567 -3.83724 3.85754
62 H 3.26973 -0.73631 2.34359
63 H 4.40358 -3.27151 0.22331
64 H 4.60273 -2.31037 -1.07176
65 H 4.24508 -0.23004 -0.98027
66 O -1.86592 4.46757 5.35460
67 C -2.59579 3.83854 4.56391
68 O -3.83320 3.92642 4.38527
69 C -1.88531 2.76471 3.70378
70 C -2.61758 1.98679 2.81276
71 C -1.96554 1.01350 2.07455
72 N -0.65983 0.75955 2.18203
73 C 0.05767 1.51448 3.02256
74 C -0.51745 2.52763 3.78630
75 C 1.55853 1.17521 3.13670
76 O 2.31162 2.01703 3.63379
77 O 1.84912 0.00999 2.71870
78 H -3.68145 2.17088 2.73435
79 H -2.50829 0.38666 1.37125
80 H 0.09503 3.11878 4.45212
81 C 0.03251 -3.27005 4.68103
82 S -0.72015 -1.94549 3.72759
83 C -2.21377 -1.84792 4.72378
84 O -1.16152 -2.59598 2.44908
85 H 0.16842 -2.91995 5.70658
86 H 0.99816 -3.47166 4.22215
87 H -0.63560 -4.13132 4.63154
88 H -1.93119 -1.54765 5.73442
89 H -2.69904 -2.82477 4.71017
90 H -2.86035 -1.08563 4.29068
91 F 2.45797 -4.08191 0.03482
92 C 2.71666 -4.32836 -1.36068
93 F 2.28494 -3.10064 -1.95875
94 C 1.57297 -5.26128 -1.71601
95 F 1.58235 -5.51870 -3.04723
96 F 1.71595 -6.44763 -1.07985
97 F 0.29661 -4.84632 -1.43946

Forces on atoms 1 to 6 (eV/Å):
Cs 0.04 -0.10 -0.32
C -0.01 0.00 0.01
C -0.01 -0.01 0.03
C -0.01 0.02 -0.01
C -0.01 -0.02 -0.03
C 0.07 0.10 -0.03

=====

# 4
DFT (ωB97M-V/def2-TZVPD) results for a molecular structure, C33H44FN7O4RuS at a distorted geometry.

Computed properties:
**Net charge**: +4
**Expectation value of S²**: 6.0449
**HOMO energy (spin up / spin down)**: -16.99 / -16.97 eV
**Multiplicity**: 5
**LUMO (spin up / spin down)**: -9.0972 / -12.5211 eV
**Strongest force on any atom**: 1.423 eV Å⁻¹

Element x y z (Å)
1 Ru -1.74960 0.48221 0.10642
2 F 4.79294 2.60830 0.86490
3 C 4.41123 1.32191 0.73979
4 C 3.07742 1.09958 0.58404
5 C 2.54938 -0.19765 0.50511
6 C 1.13486 -0.42838 0.32722
7 O 0.33868 0.58035 0.14806
8 C 0.72902 -1.77754 0.33759
9 C 1.67136 -2.77338 0.45515
10 N 2.97676 -2.56129 0.60357
11 C 3.86667 -3.71363 0.67935
12 C 3.49561 -4.86518 1.55969
13 C 4.64932 -3.98696 1.93126
14 C 3.46084 -1.26507 0.62446
15 C 4.82929 -1.01251 0.74410
16 C 5.37341 0.27044 0.78497
17 N 6.73485 0.47990 0.89133
18 C 7.69172 -0.58158 0.59939
19 C 8.90765 -0.53152 1.52573
20 N 9.42645 0.87505 1.69701
21 C 8.83363 1.79270 0.67943
22 C 7.32186 1.83292 0.84643
23 C -0.70789 -2.24296 0.22511
24 O -0.93756 -3.36350 -0.16338
25 O -1.63051 -1.39965 0.61381
26 H 2.41194 1.94881 0.53964
27 H 1.33816 -3.80198 0.42438
28 H 4.32981 -3.93150 -0.27556
29 H 3.68730 -5.86344 1.19422
30 H 2.60324 -4.78821 2.16690
31 H 5.65262 -4.37642 1.82629
32 H 4.51676 -3.31829 2.77211
33 H 5.47325 -1.87260 0.81312
34 H 7.99370 -0.53530 -0.45182
35 H 7.24977 -1.55835 0.75656
36 H 9.69124 -1.14937 1.09165
37 H 8.65991 -0.92534 2.50829
38 H 10.44608 0.88738 1.63979
39 H 9.18638 1.22332 2.62654
40 H 9.13334 1.44237 -0.30559
41 H 9.23085 2.79625 0.81686
42 H 6.93511 2.41771 0.01344
43 H 7.07378 2.36912 1.76550
44 C -6.94366 2.27128 1.23440
45 C -6.76759 0.79639 1.60334
46 N -6.38075 -0.06752 0.47998
47 C -7.45965 -0.87756 -0.11266
48 C -8.36476 -0.06206 -1.03141
49 C -5.14555 -0.14504 0.00674
50 S -3.90850 0.81629 0.85562
51 N -4.90046 -0.92774 -1.02801
52 C -3.79752 -1.13340 -1.73178
53 O -2.75076 -0.45551 -1.73591
54 C -3.91103 -2.35975 -2.56132
55 C -5.17631 -2.67804 -3.15818
56 C -5.31903 -3.80561 -3.93392
57 C -4.22578 -4.64431 -4.11967
58 C -2.97816 -4.34485 -3.50134
59 C -2.81987 -3.20972 -2.73810
60 H -7.29457 2.81313 2.11174
61 H -7.68689 2.39354 0.44818
62 H -6.00493 2.71187 0.90611
63 H -7.71248 0.41518 1.98166
64 H -6.02678 0.69701 2.39833
65 H -8.04355 -1.29290 0.70838
66 H -7.00302 -1.69738 -0.65252
67 H -8.84987 0.75274 -0.49553
68 H -9.15077 -0.70964 -1.41692
69 H -7.80738 0.35656 -1.87064
70 H -6.01478 -2.01105 -3.01961
71 H -6.27209 -4.03132 -4.39115
72 H -4.32330 -5.52977 -4.73523
73 H -2.14044 -5.01896 -3.62388
74 H -1.87618 -3.00678 -2.25090
75 N -2.00442 5.54112 -0.18228
76 C -1.62143 4.78514 -1.41909
77 C -2.07326 3.33137 -1.29689
78 N -1.49910 2.67849 -0.10042
79 C -1.88175 3.43469 1.11433
80 C -1.44122 4.89513 1.04780
81 H -3.02525 5.58478 -0.11168
82 H -1.68588 6.51185 -0.25032
83 H -0.53819 4.84872 -1.52541
84 H -2.07794 5.25658 -2.28777
85 H -1.77097 2.79139 -2.19308
86 H -3.16180 3.27351 -1.22400
87 H -0.47979 2.69415 -0.17991
88 H -1.43619 2.96740 1.99132
89 H -2.96571 3.36900 1.23074
90 H -0.35524 4.97888 1.00024
91 H -1.78601 5.43598 1.92776

Forces on atoms 1 to 6 (eV/Å):
Ru 0.03 -0.51 -0.18
F 0.14 -0.10 -0.02
C -0.22 0.08 0.02
C 0.12 0.02 0.02
C -0.20 -0.01 -0.02
C 0.50 -0.48 0.11

=====

> Look up the multiplicity of the second one.

1

=====

> multiplicity of number 1 (C33H43F22N2O12)?

1

=====

> The lowest strongest force on any atom belongs to which entry?

C33H44CsF5N8O5S